Formula: C33H38Br9N7O2
Source: the OMol25 dataset
Level of theory: ωB97M-V with the def2-TZVPD basis set

```
89
Properties=species:S:1:pos:R:3:lowdin_charge:R:1
N -22.024 23.426 -20.185 0.03
C -22.180 22.147 -19.716 -0.18
C -22.991 22.161 -18.616 -0.12
C -23.349 23.523 -18.398 -0.12
C -22.769 24.261 -19.384 -0.15
H -21.627 23.699 -21.064 0.14
H -21.818 21.274 -20.237 0.10
H -23.319 21.274 -18.102 0.09
H -23.993 23.822 -17.588 0.08
H -22.680 25.335 -19.438 0.10
N -24.059 26.597 -17.195 0.01
C -23.345 27.767 -17.267 -0.14
C -23.652 28.350 -18.472 -0.11
C -24.668 27.582 -19.082 -0.11
C -24.903 26.496 -18.260 -0.17
H -24.030 25.950 -16.428 0.14
H -22.721 28.046 -16.435 0.10
H -23.205 29.272 -18.809 0.08
H -25.177 27.719 -20.021 0.09
H -25.567 25.663 -18.409 0.11
N -15.944 31.131 -20.592 0.00
C -16.741 30.860 -19.515 -0.12
C -15.948 30.249 -18.571 -0.12
C -14.615 30.236 -19.066 -0.13
C -14.646 30.779 -20.318 -0.14
H -16.225 31.620 -21.421 0.14
H -17.795 31.076 -19.561 0.09
H -16.299 29.887 -17.618 0.07
H -13.760 29.847 -18.540 0.05
H -13.907 31.006 -21.068 0.10
N -19.040 25.043 -16.840 0.00
C -18.039 25.917 -16.478 -0.22
C -18.501 27.173 -16.747 -0.15
C -19.822 27.085 -17.242 -0.07
C -20.129 25.743 -17.283 -0.11
H -18.954 24.042 -16.883 0.08
H -17.131 25.539 -16.046 0.03
H -17.946 28.067 -16.495 0.09
H -20.496 27.895 -17.462 0.07
H -21.012 25.232 -17.621 0.09
N -20.774 20.371 -14.499 0.01
C -21.127 20.547 -15.811 -0.13
C -20.654 21.775 -16.194 -0.11
C -20.114 22.417 -15.054 -0.10
C -20.176 21.506 -14.024 -0.14
H -20.976 19.562 -13.942 0.14
H -21.627 19.796 -16.397 0.11
H -20.849 22.214 -17.159 0.07
H -19.689 23.401 -14.942 0.06
H -19.961 21.580 -12.971 0.10
N -21.680 32.215 -17.331 0.00
C -20.999 31.040 -17.274 -0.14
C -20.578 30.746 -18.551 -0.13
C -20.903 31.861 -19.360 -0.12
C -21.638 32.743 -18.590 -0.13
H -22.138 32.649 -16.550 0.15
H -20.877 30.503 -16.348 0.11
H -20.023 29.882 -18.882 0.08
H -20.563 32.098 -20.356 0.09
H -22.073 33.681 -18.882 0.10
C -13.090 26.318 -16.947 -1.57
Br -11.872 27.296 -18.076 0.59
Br -12.994 24.410 -17.446 0.52
Br -14.865 27.078 -16.941 0.64
H -12.724 26.304 -15.931 -0.04
C -16.920 23.008 -19.127 -1.59
Br -18.414 21.932 -19.805 0.56
Br -15.392 22.870 -20.297 0.58
Br -16.509 22.606 -17.291 0.57
H -17.279 24.030 -19.105 -0.03
C -15.008 23.573 -12.744 -1.56
Br -15.951 22.033 -13.439 0.56
Br -15.535 23.876 -10.889 0.57
Br -15.307 25.188 -13.775 0.62
H -13.949 23.365 -12.705 -0.03
C -19.195 25.241 -12.551 -0.06
C -18.602 25.770 -11.419 -0.10
C -17.948 26.988 -11.514 -0.02
C -17.979 27.689 -12.710 -0.15
C -18.573 27.139 -13.847 -0.02
C -19.164 25.892 -13.784 -0.06
N -17.207 28.937 -12.829 -0.36
O -16.442 29.201 -11.927 0.08
O -17.394 29.605 -13.824 0.08
H -19.629 24.247 -12.532 0.10
H -18.605 25.158 -10.529 0.10
H -17.383 27.346 -10.664 0.12
H -18.486 27.696 -14.770 0.07
H -19.634 25.489 -14.671 0.08
```

The HOMO energy is -8.0228 eV. The calculation puts the frontier orbital gap at 0.2875 hartree. The calculation puts the LUMO energy at -0.0074 hartree. For the molar mass, the calculation gives 1283.85 g mol⁻¹. As for the total energy: -24979.98219 Eh.